Entry 1:
Molecular formula: C3H8S2
Method: DFT, ωB97M-V/def2-TZVPD

**E_HOMO**: -8.9 eV
**SMILES**: SCCCS
**Multiplicity**: 1
**HOMO-LUMO gap**: 9.70 eV
**Max |F|**: 4.09 eV/A
**Energy above the lowest of the compared OMol25 structures with the same formula, charge and spin**: 32.0 kcal per mole
**E_tot**: -24910.011 eV

```
13
Properties=species:S:1:pos:R:3:forces:R:3
S -1.8652 -1.4580 -0.4731 0.014 -0.185 0.692
C -0.0841 -1.6461 -0.4125 2.523 -2.041 -2.486
C 0.7894 -0.4165 -0.5658 0.080 2.229 -1.610
C 0.3438 0.6074 0.5023 0.341 0.971 1.099
S 1.3693 2.1761 0.5830 0.357 -0.384 -0.827
H -1.7036 -1.8894 0.7871 -1.549 0.179 0.026
H 0.2713 -2.4328 -1.2273 -0.801 1.498 1.640
H 0.1218 -2.1001 0.5553 0.297 -0.063 -0.179
H 1.9007 -0.6470 -0.6992 -1.367 0.130 1.182
H 0.6470 0.1330 -1.5481 -0.403 -0.868 0.715
H 0.5196 0.2291 1.4837 0.235 -0.824 0.730
H -0.7418 0.8307 0.5558 0.717 -0.064 -0.927
H 0.6256 3.1191 1.1904 -0.445 -0.577 -0.057
```
Positions in Å, forces in eV/Å.



Entry 2:
Molecular formula: C3H8S2
Method: DFT, ωB97M-V/def2-TZVPD

**E_HOMO**: -8.2 eV
**SMILES**: C=C.CSS
**Multiplicity**: 1
**HOMO-LUMO gap**: 8.71 eV
**Max |F|**: 0.80 eV/A
**Energy above the lowest of the compared OMol25 structures with the same formula, charge and spin**: 33.3 kcal per mole
**E_tot**: -24909.953 eV

```
13
Properties=species:S:1:pos:R:3:forces:R:3
C -1.7156 -0.5777 0.8385 0.198 0.203 -0.167
C -2.3416 0.4514 0.2814 -0.171 -0.398 0.436
H -1.2301 -1.3583 0.2763 -0.221 -0.233 -0.269
H -1.5873 -0.6548 1.9087 0.068 0.189 0.104
H -2.5821 0.4960 -0.7777 0.295 0.167 0.143
H -2.6994 1.2307 0.9450 -0.230 0.098 -0.282
C 1.5707 1.0473 -0.7148 -0.166 0.534 -0.568
S 1.7097 -0.1590 0.5895 0.159 -0.208 0.213
S 2.3585 -1.7426 -0.6014 0.233 -0.094 -0.095
H 0.8773 1.8124 -0.3783 -0.093 0.071 0.194
H 1.1514 0.6359 -1.6327 -0.055 -0.233 0.115
H 2.5094 1.5406 -0.9643 0.115 -0.167 0.141
H 1.9791 -2.7221 0.2301 -0.132 0.071 0.034
```
Positions in Å, forces in eV/Å.



Entry 3:
Molecular formula: C3H8S2
Method: DFT, ωB97M-V/def2-TZVPD

**E_HOMO**: -8.9 eV
**SMILES**: C=CC.SS
**Multiplicity**: 1
**HOMO-LUMO gap**: 8.97 eV
**Max |F|**: 1.61 eV/A
**Energy above the lowest of the compared OMol25 structures with the same formula, charge and spin**: 32.9 kcal per mole
**E_tot**: -24909.972 eV

```
13
Properties=species:S:1:pos:R:3:forces:R:3
C 1.8783 -1.9446 -1.3066 -0.377 -0.954 -0.036
C 1.4356 -2.4194 -2.4734 -0.129 0.386 0.759
C -0.0566 -2.4202 -2.7800 1.577 0.320 0.137
H 2.9036 -1.9654 -0.9614 0.091 0.061 -0.299
H 1.1293 -1.7548 -0.5456 0.084 0.558 0.036
H 2.1356 -2.8490 -3.1807 -0.052 0.205 -0.256
H -0.2457 -1.7149 -3.5886 -0.202 -0.283 -0.266
H -0.5431 -2.0203 -1.8963 -0.424 -0.310 0.040
H -0.3317 -3.4383 -3.0316 -0.569 0.035 -0.105
S -1.6018 1.7386 2.1302 0.755 -0.483 -0.354
S 0.1459 1.3692 0.9272 -0.938 0.110 0.491
H -1.1813 0.9864 3.1691 0.006 0.261 -0.161
H 0.1368 2.6181 0.4525 0.177 0.094 0.015
```
Positions in Å, forces in eV/Å.



Entry 4:
Molecular formula: C3H8S2
Method: DFT, ωB97M-V/def2-TZVPD

**E_HOMO**: -8.7 eV
**SMILES**: C=CC.SS
**Multiplicity**: 1
**HOMO-LUMO gap**: 8.78 eV
**Max |F|**: 2.61 eV/A
**Energy above the lowest of the compared OMol25 structures with the same formula, charge and spin**: 46.6 kcal per mole
**E_tot**: -24909.376 eV

```
13
Properties=species:S:1:pos:R:3:forces:R:3
C 4.2018 -0.9656 -3.3741 1.870 -0.004 0.733
C 4.0391 -2.2445 -3.6430 -2.002 -1.284 -1.073
C 2.8744 -3.1252 -3.2116 -0.177 0.981 -0.727
H 5.1565 -0.5767 -3.7245 -0.436 0.585 -0.326
H 3.7282 -0.3990 -2.5821 -0.347 -0.180 -0.078
H 4.5264 -2.7082 -4.4960 0.828 0.277 0.257
H 2.0176 -2.8716 -3.8508 0.015 0.228 0.111
H 3.0066 -4.1814 -3.4723 0.351 0.135 0.884
H 2.5917 -2.8451 -2.2002 -0.102 -0.737 0.219
S -1.8189 1.0241 1.8222 0.059 0.290 -0.198
S -3.2638 2.1431 2.8971 0.882 1.188 -0.747
H -1.9604 -0.0099 2.6515 0.330 -0.168 -0.032
H -3.6287 0.9970 3.3227 -1.270 -1.311 0.977
```
Positions in Å, forces in eV/Å.



Entry 5:
Molecular formula: C3H8S3
Method: DFT, ωB97M-V/def2-TZVPD

**E_HOMO**: -9.0 eV
**SMILES**: SCC(S)CS
**Multiplicity**: 1
**HOMO-LUMO gap**: 9.54 eV
**Max |F|**: 2.74 eV/A
**Energy above the lowest of the compared OMol25 structures with the same formula, charge and spin**: 7.6 kcal per mole
**E_tot**: -35745.805 eV

```
14
Properties=species:S:1:pos:R:3:forces:R:3
S 0.4586 2.2651 1.4172 0.116 0.114 0.374
C -0.4284 0.9860 0.5242 0.426 -1.688 -0.839
C 0.4953 -0.1948 -0.0605 -1.434 1.298 1.548
S 1.2798 0.4462 -1.5401 -0.022 -0.671 -0.833
C -0.2977 -1.5255 -0.1848 2.717 0.185 0.300
S -1.7499 -1.4362 -1.2038 0.381 -0.056 -1.200
H 0.4769 1.6325 2.6238 0.049 0.211 -0.567
H -0.9029 1.3675 -0.3850 -0.248 0.441 0.581
H -1.1677 0.5788 1.2121 -0.175 -0.059 -0.214
H 1.2953 -0.2942 0.6583 0.201 -0.563 0.303
H 1.5188 1.5864 -0.9220 0.349 0.616 0.033
H -0.5116 -1.8195 0.8756 -0.012 -0.146 -1.148
H 0.4661 -2.2069 -0.6949 -1.284 0.263 1.103
H -0.9323 -1.3855 -2.3200 -1.064 0.056 0.560
```
Positions in Å, forces in eV/Å.



Entry 6:
Molecular formula: C3H8S3
Method: DFT, ωB97M-V/def2-TZVPD

**E_HOMO**: -9.0 eV
**SMILES**: SCC(S)CS
**Multiplicity**: 1
**HOMO-LUMO gap**: 9.65 eV
**Max |F|**: 2.17 eV/A
**Energy above the lowest of the compared OMol25 structures with the same formula, charge and spin**: 2.9 kcal per mole
**E_tot**: -35746.010 eV

```
14
Properties=species:S:1:pos:R:3:forces:R:3
S -2.5913 -0.4268 -0.6823 -0.948 1.055 0.652
C -0.8553 -0.6838 -0.3969 -0.447 -0.207 0.540
C -0.0480 0.3862 0.3366 0.732 -1.968 -0.530
S 0.1990 1.8728 -0.5822 -0.286 1.028 -0.464
C 1.2885 -0.3682 0.6007 0.256 0.681 1.361
S 2.2382 -0.6678 -0.9084 0.229 0.161 0.225
H -2.8667 -0.0538 0.6186 0.027 -0.323 -0.891
H -0.3993 -0.8618 -1.3637 0.037 -0.210 -0.083
H -0.8651 -1.5870 0.2156 0.567 -0.099 -0.197
H -0.4789 0.6404 1.2742 -0.473 0.048 0.915
H -1.0928 2.2746 -0.5047 0.368 -0.079 -0.065
H 1.0211 -1.3417 1.0617 0.347 0.541 -0.351
H 1.9374 0.1755 1.3448 -0.650 -0.474 -0.787
H 2.5133 0.6415 -1.0139 0.242 -0.153 -0.324
```
Positions in Å, forces in eV/Å.



Entry 7:
Molecular formula: C3H9B
Method: DFT, ωB97M-V/def2-TZVPD

**E_HOMO**: -10.3 eV
**SMILES**: CBCC
**Multiplicity**: 1
**HOMO-LUMO gap**: 11.11 eV
**Max |F|**: 4.79 eV/A
**Energy above the lowest of the compared OMol25 structures with the same formula, charge and spin**: 13.7 kcal per mole
**E_tot**: -3931.682 eV

```
13
Properties=species:S:1:pos:R:3:forces:R:3
C 1.0528 -0.3877 -1.5931 -3.729 0.899 2.873
B 0.8305 -0.4532 0.0863 1.305 -0.529 -2.272
C 0.0728 0.6301 0.9199 -1.600 1.692 -3.887
C -1.4274 0.1761 0.7952 2.636 0.670 3.457
H 1.7922 -0.9708 -1.9799 2.074 -1.984 -0.761
H 1.2651 0.6301 -1.9197 -0.686 0.090 -0.218
H 0.0361 -0.8434 -1.9742 1.693 1.201 0.332
H 1.2515 -1.5410 0.5787 -0.710 1.240 -0.112
H -0.0606 1.7464 0.6457 1.158 -1.676 -0.260
H 0.3654 0.6527 1.8812 0.786 -0.225 3.569
H -1.4412 -0.8192 1.1018 -0.822 -1.943 0.002
H -1.9132 0.7530 1.5502 -0.768 0.269 0.546
H -1.8241 0.4270 -0.0923 -1.337 0.297 -3.269
```
Positions in Å, forces in eV/Å.



Entry 8:
Molecular formula: C3H9B
Method: DFT, ωB97M-V/def2-TZVPD

**E_HOMO**: -10.2 eV
**Multiplicity**: 1
**HOMO-LUMO gap**: 10.95 eV
**Max |F|**: 3.52 eV/A
**Energy above the lowest of the compared OMol25 structures with the same formula, charge and spin**: 33.1 kcal per mole
**E_tot**: -3930.842 eV

```
13
Properties=species:S:1:pos:R:3:forces:R:3
B 1.3459 0.4703 -0.7462 -0.771 -2.663 1.052
C -1.2668 0.6960 -0.1402 2.078 1.455 1.097
C -0.0432 -1.2868 0.7127 2.681 0.262 -1.834
C 0.0746 -0.0644 -0.0993 0.216 3.507 0.155
H 2.2798 -0.2322 -0.9027 0.430 -0.456 0.674
H 1.4247 1.3791 -1.3596 -0.367 2.630 -1.241
H -1.8276 0.5403 -0.9849 -1.345 -1.550 -2.188
H -1.1701 1.7884 -0.3182 0.418 -0.393 0.928
H -1.8445 0.4467 0.7375 -0.357 0.348 0.194
H -0.2995 -2.0018 -0.0573 -0.662 -0.874 0.538
H 1.0044 -1.4396 0.9889 -0.415 -0.849 0.555
H -0.6880 -1.0649 1.5033 -1.078 -0.678 1.318
H 1.0102 0.7689 0.6660 -0.827 -0.739 -1.247
```
Positions in Å, forces in eV/Å.



- What is the HOMO-LUMO gap in the fourth record?
  8.78 eV